{"formula": "C24H49NO6P", "method": "wB97M-V/def2-TZVPD", "symbols": ["C", "O", "C", "C", "C", "C", "C", "C", "C", "C", "P", "O", "O", "O", "C", "O", "O", "C", "C", "C", "C", "C", "C", "H", "H", "H", "H", "H", "H", "H", "H", "H", "H", "H", "H", "H", "H", "H", "H", "H", "H", "H", "H", "H", "H", "H", "H", "H", "H", "H", "H", "H", "H", "H", "C", "C", "C", "N", "C", "C", "C", "C", "C", "H", "H", "H", "H", "H", "H", "H", "H", "H", "H", "H", "H", "H", "H", "H", "H", "H", "H"], "xyz": [[1.8391, 1.2842, 0.7100], [0.9737, 0.4124, 0.0326], [0.3900, 0.9915, -1.1231], [-0.0968, -0.1241, -2.0235], [-1.2972, -0.8622, -1.4151], [-2.1273, -1.5783, -2.4830], [-3.1871, -2.5948, -1.9782], [-3.3998, -2.6577, -0.4584], [-4.3865, -1.5686, -0.0112], [-4.3160, -1.1519, 1.4513], [-4.5936, -2.5664, 2.7654], [-3.0678, -3.1414, 2.8613], [-5.3936, -3.6854, 1.8724], [-2.9857, -0.6273, 1.6741], [-3.0858, 0.5361, 2.3668], [-2.2146, 1.3295, 2.4606], [-4.3072, 0.6077, 2.9276], [-5.2417, -0.0191, 1.9811], [-5.8197, 1.1221, 1.1223], [-6.2326, 0.8774, -0.3284], [-7.0507, 2.0328, -0.9156], [-7.4932, 1.6522, -2.3368], [-8.2741, 2.3710, -0.0614], [2.0979, 0.8027, 1.6519], [1.3564, 2.2412, 0.9311], [2.7452, 1.4677, 0.1141], [1.1249, 1.6257, -1.6367], [-0.4496, 1.6287, -0.8189], [0.7189, -0.8437, -2.1282], [-0.3606, 0.2779, -3.0037], [-0.9171, -1.5776, -0.6882], [-1.9253, -0.1354, -0.8948], [-2.6345, -0.8152, -3.0783], [-1.4487, -2.0825, -3.1761], [-4.1528, -2.3093, -2.4053], [-2.9906, -3.5933, -2.3670], [-2.4512, -2.5594, 0.0660], [-3.7863, -3.6443, -0.2264], [-5.4029, -1.8585, -0.2709], [-4.1228, -0.6855, -0.5934], [-2.4819, -2.7894, 2.1809], [-4.8469, -4.4379, 1.6260], [-6.0146, -0.4208, 2.6341], [-5.1171, 1.9578, 1.1625], [-6.7081, 1.4598, 1.6576], [-6.8018, -0.0514, -0.4339], [-5.3439, 0.7635, -0.9482], [-6.3985, 2.9074, -0.9950], [-8.4150, 1.0686, -2.2931], [-6.7485, 1.0090, -2.8122], [-7.6385, 2.5282, -2.9657], [-8.7383, 1.4600, 0.3229], [-8.0456, 3.0419, 0.7660], [-9.0227, 2.8806, -0.6708], [4.5158, -1.1617, 0.5961], [5.3796, -0.1339, 1.3303], [6.2278, 0.7773, 0.4498], [7.5952, 0.2586, 0.0593], [7.4932, -1.0531, -0.6418], [8.2537, 1.2874, -0.8450], [8.9988, 2.2109, 0.0960], [9.5837, 1.2362, 1.1184], [8.5089, 0.1575, 1.2790], [5.0779, -2.0151, 0.2210], [3.7614, -1.5555, 1.2748], [3.9897, -0.7022, -0.2423], [5.9877, -0.6194, 2.0971], [4.7061, 0.5344, 1.8695], [6.4240, 1.7186, 0.9617], [5.7032, 0.9984, -0.4799], [6.7525, -0.9766, -1.4340], [7.2070, -1.8185, 0.0719], [8.4665, -1.2973, -1.0595], [8.9435, 0.7536, -1.4958], [7.4865, 1.7663, -1.4477], [8.3181, 2.9201, 0.5683], [9.7622, 2.7847, -0.4238], [9.8155, 1.7136, 2.0672], [10.5057, 0.7950, 0.7403], [7.9011, 0.3103, 2.1652], [8.9231, -0.8460, 1.3070]], "homo_energy_ha": -0.3705, "gap_ev": 7.7, "largest_force_ev_per_a": 0.9, "charge": 1, "total_energy_ev": -48741.3560, "lumo_ev": -2.39}